# 1
Molecular formula: C3H6N2O2
Method: DFT, the ωB97M-V functional and the def2-TZVPD basis

Values from the calculation:
**LUMO energy**: 0.590 eV
**HOMO energy**: -10.139 eV
**SMILES**: O=C1COC=N1.N

Each atom is followed by the atoms it is bonded to, with distances in Å.
Atoms and positions in Å:
1 O 0.4059 -1.3294 1.4019  C6 1.205
2 O -1.0822 1.6416 0.3281  C5 1.335, C7 1.435
3 N -1.6650 -0.5265 0.6635  C5 1.282, C6 1.414
4 N 1.4399 -0.8726 -1.4843  H9 1.018, H12 1.016, H13 1.017
5 C -1.9884 0.6610 0.3061  O2 1.335, N3 1.282, H11 1.086
6 C -0.2979 -0.4315 1.0129  O1 1.205, N3 1.414, C7 1.525
7 C 0.1257 1.0152 0.7853  O2 1.435, C6 1.525, H8 1.092, H10 1.091
8 H 0.8824 1.0608 -0.0009  C7 1.092
9 H 1.6385 -1.4084 -0.6422  N4 1.018
10 H 0.4592 1.5044 1.7022  C7 1.091
11 H -2.9766 0.9630 -0.0266  C5 1.086
12 H 2.2935 -0.8564 -2.0353  N4 1.016
13 H 0.7649 -1.4212 -2.0107  N4 1.017

# 2
Molecular formula: C2H3NP2
Method: DFT, the ωB97M-V functional and the def2-TZVPD basis

Values from the calculation:
**LUMO energy (alpha / beta)**: -1.209 / -1.026 eV
**HOMO energy (alpha / beta)**: -8.885 / -8.700 eV

Each atom is followed by the atoms it is bonded to, with distances in Å.
Atoms and positions in Å:
1 P 0.0231 -1.5097 -0.1214  P2 2.253, C4 1.953, H6 1.357
2 P -1.8388 -0.2573 0.0745  P1 2.253, C5 1.623
3 N 1.4893 0.9712 -0.3609  C4 1.192
4 C 1.4756 -0.2044 -0.1668  P1 1.953, N3 1.192, H7 1.035
5 C -1.4324 1.3048 -0.0931  P2 1.623, H8 1.097
6 H 0.2934 -1.4267 1.2058  P1 1.357
7 H 2.2284 -0.9072 -0.2739  C4 1.035
8 H -2.2386 2.0292 -0.2641  C5 1.097

Computed values of relative energy (zero: lowest compared OMol25 entry of this formula, charge and spin) (unit: kcal per mole) for the preceding records, in sequence: 36.05; 105.03.